[1]
Molecular formula: C47H57BCsGeN3O2P2
Method: DFT, the ωB97M-V functional and the def2-TZVPD basis

Each line ends with the Löwdin charge.
Atoms and positions in Å:
Cs -0.22129 -0.40133 -0.18203  0.7357
C -4.99697 3.40234 0.72545  -0.1234
C -3.72903 2.62231 1.08153  -0.5463
C -4.14967 1.27250 1.66949  -0.1390
P -2.44895 2.31829 -0.25215  1.0142
C -3.41430 2.30100 -1.84533  -0.5477
C -2.62124 1.47152 -2.86262  -0.1302
C -3.74972 3.66498 -2.44025  -0.1077
C -1.48201 3.85108 -0.32696  -0.3249
C -1.98989 5.07749 0.10456  -0.1206
C -1.28867 6.26264 -0.02297  -0.1159
C -0.03181 6.21115 -0.62276  -0.0996
C 0.50787 5.01628 -1.03893  -0.0582
C -0.16920 3.77530 -0.87942  -0.3645
N 0.42495 2.57944 -1.14906  -0.0386
C 1.42434 2.55303 -2.09495  -0.3516
C 1.24098 3.16196 -3.36056  -0.0522
C 2.13728 3.02518 -4.39321  -0.0982
C 3.29241 2.26751 -4.21690  -0.1123
C 3.51727 1.69042 -2.98234  -0.1328
C 2.63646 1.83759 -1.89909  -0.3030
P 2.92181 0.84509 -0.37903  0.9921
C 4.72282 0.38499 -0.51459  -0.5675
C 5.16659 -0.52591 0.63098  -0.1329
C 5.70741 1.55449 -0.64207  -0.1179
C 3.01540 1.88322 1.18141  -0.5292
C 2.70646 0.94450 2.35730  -0.1307
C 2.15215 3.13186 1.28889  -0.1028
H -5.64667 3.48003 1.60186  0.0761
H -5.56560 2.88408 -0.05043  0.0731
H -4.80509 4.41201 0.37084  0.0501
H -3.17326 3.16491 1.85306  0.1031
H -4.65850 0.66158 0.91725  0.0545
H -4.84943 1.40897 2.49869  0.0790
H -3.29248 0.70445 2.03636  0.0446
H -4.34515 1.76896 -1.60997  0.0941
H -1.63372 1.91190 -3.02822  0.0641
H -3.13839 1.43727 -3.82555  0.0788
H -2.47394 0.44180 -2.53042  0.0257
H -2.83493 4.20632 -2.68867  0.0793
H -4.32298 4.29449 -1.76144  0.0566
H -4.33020 3.53975 -3.35872  0.0772
H -2.97406 5.11328 0.55183  0.0760
H -1.71063 7.19736 0.32083  0.0887
H 0.54356 7.12167 -0.75054  0.0984
H 1.49864 5.00792 -1.47571  0.1066
H 0.32932 3.72938 -3.50953  0.1102
H 1.93107 3.49350 -5.34876  0.0989
H 4.00389 2.13263 -5.02075  0.0922
H 4.42436 1.11543 -2.86584  0.0781
H 4.76761 -0.21936 -1.42605  0.0851
H 5.25182 0.03109 1.56587  0.0705
H 6.15544 -0.93972 0.41437  0.0830
H 4.48257 -1.35890 0.79048  0.0456
H 5.94729 1.96090 0.34240  0.0688
H 5.32688 2.36835 -1.25647  0.0664
H 6.64812 1.21178 -1.08129  0.0815
H 4.05740 2.20476 1.26394  0.0874
H 1.63578 0.72341 2.41668  0.0479
H 2.99207 1.41167 3.30425  0.0857
H 3.21958 -0.01475 2.29106  0.0487
H 1.08940 2.89687 1.26088  0.0648
H 2.34380 3.84124 0.48551  0.0679
H 2.37371 3.62725 2.23994  0.0829
N -6.13897 -4.21809 -0.52214  0.1145
C -5.04873 -3.49412 -0.93850  -0.3221
C -4.81606 -2.19751 -0.47399  -0.0135
C -3.68372 -1.53342 -0.90026  -0.1811
N -2.77371 -2.04238 -1.73375  0.0226
C -3.00493 -3.28232 -2.16955  -0.1367
C -4.10531 -4.03688 -1.81290  -0.0130
H -6.89473 -3.72777 -0.07845  0.0952
H -6.40042 -5.03231 -1.04847  0.0950
H -5.50751 -1.71473 0.20578  0.1068
H -3.49631 -0.52029 -0.55193  0.0560
H -2.26670 -3.70111 -2.84117  0.0833
H -4.22351 -5.03950 -2.20503  0.1086
O -0.86712 -1.88933 3.87689  0.1684
B -0.97660 -0.90536 2.93480  -0.4138
O -0.72574 0.36020 3.38380  0.1299
C -0.44267 0.16253 4.73823  -0.1895
C -0.11868 1.10846 5.67939  0.0231
C 0.12540 0.62782 6.96512  -0.0737
C 0.04421 -0.72910 7.26472  -0.0759
C -0.28482 -1.67432 6.29355  0.0158
C -0.52285 -1.18314 5.03323  -0.1876
H -0.05585 2.15790 5.42906  0.1288
H 0.38490 1.32734 7.74805  0.1055
H 0.24357 -1.06120 8.27449  0.1045
H -0.35113 -2.73035 6.51252  0.1238
Ge 1.66992 -3.00165 -1.21787  0.9127
C 0.46359 -4.30079 -2.02077  -0.3852
C 0.27375 -4.24351 -3.40385  -0.1405
C -0.50497 -5.19237 -4.05293  -0.0967
C -1.12208 -6.19997 -3.32370  -0.0975
C -0.96266 -6.25149 -1.94542  -0.0914
C -0.17856 -5.30685 -1.29818  -0.1116
C 2.82368 -3.78899 0.12606  -0.3843
C 2.33673 -4.35989 1.30362  -0.1226
C 3.19933 -4.95417 2.21285  -0.0853
C 4.56498 -4.97386 1.96329  -0.0845
C 5.06404 -4.39385 0.80654  -0.0857
C 4.20009 -3.80094 -0.10403  -0.1500
H 2.57949 -2.54075 -2.37147  -0.0338
H 0.75217 -3.46433 -3.98636  0.0949
H -0.62845 -5.14456 -5.12746  0.1065
H -1.72389 -6.94461 -3.82925  0.1033
H -1.44437 -7.03429 -1.37286  0.1047
H -0.05823 -5.37042 -0.22303  0.0912
H 1.27574 -4.33263 1.52796  0.0917
H 2.80610 -5.39948 3.11795  0.1027
H 5.23913 -5.43672 2.67245  0.1025
H 6.12946 -4.39654 0.61370  0.1056
H 4.60424 -3.34958 -1.00285  0.0926

Computed properties:
strongest force on any atom	0.01749	Eh/bohr
Kohn-Sham gap (alpha / beta)	4.37 / 4.11	eV
DFT total energy	-134545.9455	eV

[2]
Molecular formula: C47H57F5INO4PSbSi3TeTl
Method: DFT, the ωB97M-V functional and the def2-TZVPD basis

Each line ends with the Löwdin charge.
Atoms and positions in Å:
Tl 0.54334 -1.19794 0.22652  0.7507
I -1.97128 -1.29903 -2.42834  1.0226
C -2.85919 -3.21569 -2.49950  -0.5702
C -2.70087 -3.80870 -3.72194  -0.1835
C -3.37410 -4.99693 -4.05868  -0.0700
C -4.26214 -5.53208 -3.18058  -0.0456
C -4.44516 -4.95424 -1.90081  -0.1667
C -5.40311 -5.52315 -1.02879  -0.0404
C -5.60486 -5.02293 0.22203  -0.0725
C -4.77911 -3.98183 0.67639  -0.0981
C -3.81425 -3.41172 -0.11652  -0.3077
P -2.59741 -2.30947 0.70970  1.0069
C -3.72523 -1.18988 1.62070  -0.3596
C -3.85202 -1.13713 3.00385  -0.0827
C -4.64703 -0.16581 3.60252  -0.0820
C -5.32681 0.75817 2.82673  -0.0924
C -5.22245 0.69959 1.44216  -0.0855
C -4.42788 -0.26414 0.84729  -0.1072
C -1.87679 -3.36467 2.01853  -0.3679
C -1.90708 -4.75667 2.01378  -0.0769
C -1.16140 -5.48227 2.93468  -0.0869
C -0.37389 -4.82992 3.87030  -0.0959
C -0.31439 -3.44194 3.86708  -0.0750
C -1.04610 -2.71632 2.94106  -0.1428
C -3.68001 -3.81952 -1.48768  -0.1774
H -2.05487 -3.34761 -4.45469  0.0735
H -3.20303 -5.44604 -5.02801  0.1064
H -4.84170 -6.41135 -3.43539  0.1082
H -5.98060 -6.36647 -1.38942  0.1090
H -6.35432 -5.44691 0.87777  0.1021
H -4.87381 -3.64442 1.70242  0.1101
H -3.32110 -1.84484 3.62735  0.0962
H -4.72294 -0.12938 4.68234  0.1005
H -5.92862 1.52665 3.29505  0.1000
H -5.74037 1.42527 0.82672  0.1038
H -4.32493 -0.28738 -0.23247  0.0797
H -2.50552 -5.28462 1.28270  0.1004
H -1.19387 -6.56447 2.91203  0.0992
H 0.20486 -5.39855 4.58706  0.0963
H 0.31653 -2.91905 4.57492  0.1071
H -0.94894 -1.63225 2.92035  0.0824
C -3.00495 7.05466 -1.94002  -0.0572
C -3.34578 5.59191 -1.82710  -0.2387
C -4.16512 5.00867 -2.78436  -0.0695
C -4.44336 3.65041 -2.73425  -0.0895
C -3.94842 2.89062 -1.69508  -0.0243
C -3.15082 3.46504 -0.69814  -0.1933
N -2.69519 2.60430 0.30512  0.1075
C -2.56559 2.85135 1.65622  -0.2099
C -3.32355 3.84799 2.28571  -0.0462
C -3.21671 4.06645 3.64593  -0.0954
C -2.36337 3.29179 4.42352  -0.1010
C -1.62641 2.29246 3.81069  -0.0281
C -1.71495 2.04933 2.44532  -0.0629
C -0.90858 0.91179 1.87238  -0.6670
O 0.08880 0.49149 2.48789  -0.0868
O -1.33242 0.40056 0.78444  -0.3008
C -2.80273 4.82266 -0.78698  -0.1633
C -1.80603 5.45890 0.14449  -0.0404
H -3.57489 7.51986 -2.74357  0.0703
H -1.94355 7.20070 -2.15461  0.0796
H -3.21839 7.59157 -1.01339  0.0800
H -4.56620 5.61865 -3.58513  0.0999
H -5.05838 3.18864 -3.49646  0.0994
H -4.17062 1.83183 -1.62847  0.0973
H -2.35731 1.68176 0.04014  0.0996
H -4.00412 4.44120 1.68735  0.1144
H -3.81467 4.84500 4.10547  0.0969
H -2.27735 3.46471 5.48837  0.0903
H -0.95098 1.66656 4.37950  0.1138
H -1.24236 4.71952 0.70414  0.0663
H -2.28582 6.12368 0.86856  0.0869
H -1.09239 6.05726 -0.42444  0.0785
O 0.69691 3.03077 -0.36758  0.0646
C 0.60303 1.98676 -0.77580  0.0084
C 4.72722 3.71829 0.16105  -0.2323
Si 5.25317 2.01552 0.78126  0.2721
C 7.13591 1.90630 0.71294  -0.2239
C 4.75699 1.95437 2.60117  -0.2347
Sb 3.93043 0.25588 -0.51087  0.8440
Si 4.62106 0.91187 -2.89261  0.2953
C 3.27539 2.14334 -3.35330  -0.2369
C 6.27624 1.82373 -2.87079  -0.2401
C 4.72715 -0.37779 -4.23605  -0.2191
Si 5.01544 -1.83936 0.47153  0.2905
C 6.77170 -2.22845 -0.07664  -0.2252
C 5.01736 -1.55359 2.33858  -0.2389
C 3.89650 -3.33782 0.20566  -0.2272
H 5.40144 4.48009 0.56401  0.0291
H 3.71505 3.94254 0.50708  0.0263
H 4.73139 3.80641 -0.92615  -0.0016
H 7.56267 2.58976 1.45375  0.0274
H 7.52734 2.17928 -0.26758  0.0071
H 7.48519 0.89807 0.94399  0.0082
H 4.80508 2.96533 3.01669  0.0264
H 5.42267 1.31949 3.18674  0.0125
H 3.73700 1.58905 2.73412  0.0245
H 3.25128 3.00130 -2.67726  0.0125
H 2.29854 1.65556 -3.31707  0.0194
H 3.43306 2.51256 -4.37110  0.0301
H 6.25351 2.70394 -2.22656  -0.0004
H 6.52327 2.15601 -3.88400  0.0267
H 7.08066 1.17161 -2.52428  0.0236
H 3.75989 -0.84427 -4.41371  0.0026
H 5.44330 -1.16922 -4.01703  0.0270
H 5.04074 0.13960 -5.14863  0.0328
H 7.45213 -1.39565 0.10848  0.0069
H 6.79634 -2.45877 -1.14356  0.0245
H 7.13699 -3.10139 0.47200  0.0274
H 5.83516 -0.91121 2.67005  0.0125
H 5.12083 -2.52001 2.84013  0.0286
H 4.08140 -1.09864 2.67043  0.0260
H 3.11676 -3.11230 -0.52439  -0.0508
H 3.38909 -3.61214 1.13265  0.0343
H 4.44988 -4.20007 -0.16900  0.0402
F 3.81201 -2.93141 -2.77487  -0.4093
Te 1.93196 -3.15386 -3.05526  1.6967
F 0.28835 -3.69539 -3.80918  -0.4053
F 1.09405 -3.76343 -1.44214  -0.4638
F 2.47100 -4.94737 -3.04869  -0.3729
F 2.41972 -3.11152 -4.87352  -0.3928
O 1.61239 -1.45940 -2.64708  -0.7073

Computed properties:
strongest force on any atom	0.01747	Eh/bohr
Kohn-Sham gap	7.32	eV
net charge	-1
DFT total energy	-132486.4130	eV

Q: DFT total energy of number 2 (C47H57F5INO4PSbSi3TeTl)?
A: -132486.4130 eV

Q: Which of these has the highest DFT total energy?
A: C47H57F5INO4PSbSi3TeTl

Q: strongest force on any atom of number 1 (C47H57BCsGeN3O2P2)?
A: 0.01749 Eh/bohr

Q: What is the strongest force on any atom in the first record?
A: 0.01749 Eh/bohr